This record from OMol25 describes C28H28ClN5O2RuS4 as an isolated structure in a non-equilibrium geometry. The level of theory is wB97M-V/def2-TZVPD.

Values from the calculation:
- Net charge: +1
- <S²>: 0.757
- Calculated total energy: -99477.1370 eV
- Orbital gap (spin up / spin down): 6.37 / 6.38 eV
- Multiplicity: 2
- Energy above the lowest of the compared OMol25 structures with the same formula, charge and spin: 15.9 kcal per mole

Atoms and positions in Å:
1 Ru 1.73 -1.17 2.01
2 C -0.99 1.95 5.10
3 S 0.27 1.01 6.00
4 C 1.11 0.37 4.57
5 S 0.88 -1.30 4.19
6 N 1.91 1.17 3.93
7 N 2.54 0.44 2.92
8 C 3.73 0.80 2.62
9 C 4.45 -0.09 1.71
10 C 5.72 0.17 1.23
11 C 6.31 -0.75 0.37
12 C 5.60 -1.89 0.02
13 C 4.34 -2.08 0.54
14 N 3.78 -1.21 1.38
15 H -1.58 2.46 5.86
16 H -1.63 1.29 4.53
17 H -0.52 2.69 4.45
18 H 4.18 1.67 3.08
19 H 6.24 1.07 1.54
20 H 7.30 -0.57 -0.01
21 H 6.02 -2.62 -0.66
22 H 3.74 -2.96 0.30
23 S 1.74 -0.11 -0.35
24 C 0.19 -0.37 -0.85
25 N -0.20 -0.32 -2.10
26 C -1.64 -0.29 -2.44
27 C -2.33 -1.32 -1.60
28 N -2.06 -1.06 -0.18
29 C -3.23 -1.19 0.71
30 C -4.15 -0.01 0.56
31 C -3.74 1.27 0.94
32 C -4.59 2.35 0.76
33 C -5.86 2.17 0.21
34 C -6.27 0.90 -0.16
35 C -5.41 -0.19 0.01
36 C -0.89 -0.63 0.22
37 S -0.52 -0.34 1.83
38 C 0.71 -0.05 -3.24
39 C 0.56 1.35 -3.75
40 C 0.04 1.55 -5.03
41 C -0.10 2.84 -5.54
42 C 0.26 3.93 -4.77
43 C 0.77 3.74 -3.49
44 C 0.92 2.46 -2.98
45 H -1.75 -0.50 -3.50
46 H -2.04 0.71 -2.25
47 H -1.99 -2.33 -1.84
48 H -3.41 -1.27 -1.76
49 H -2.87 -1.32 1.73
50 H -3.75 -2.10 0.41
51 H -2.76 1.42 1.38
52 H -4.27 3.34 1.07
53 H -6.52 3.01 0.08
54 H -7.25 0.75 -0.58
55 H -5.74 -1.18 -0.28
56 H 0.44 -0.76 -4.02
57 H 1.72 -0.28 -2.91
58 H -0.24 0.70 -5.64
59 H -0.50 2.98 -6.54
60 H 0.15 4.93 -5.17
61 H 1.06 4.59 -2.89
62 H 1.33 2.31 -1.99
63 Cl -0.48 -5.53 1.40
64 C 1.27 -5.21 1.31
65 C 1.56 -3.78 1.66
66 O 1.06 -2.85 0.92
67 O 2.27 -3.48 2.64
68 H 1.58 -5.42 0.29
69 H 1.77 -5.87 2.01

***

This record from OMol25 describes a 12-piece molecular cluster, C18H60N10O12 overall in a non-equilibrium geometry. The level of theory is wB97M-V/def2-TZVPD.

Values from the calculation:
- Calculated total energy: -59104.4936 eV
- Orbital gap: 7.68 eV
- Energy above the lowest of the compared OMol25 structures with the same formula, charge and spin: 198.4 kcal per mole

Atoms and positions in Å:
1 N -11.08 13.52 -9.48
2 C -12.23 13.11 -8.88
3 N -13.28 13.12 -9.62
4 O -12.28 12.75 -7.52
5 H -10.37 13.88 -8.86
6 H -11.02 14.00 -10.30
7 H -14.20 12.66 -9.18
8 H -13.28 13.02 -10.67
9 N -19.88 15.56 -10.84
10 C -19.75 15.83 -12.09
11 N -19.92 14.78 -12.85
12 O -19.22 16.99 -12.57
13 H -19.53 16.25 -10.13
14 H -20.34 14.70 -10.51
15 H -19.87 14.93 -13.82
16 H -20.17 13.89 -12.56
17 N -15.48 12.30 -8.39
18 C -14.98 11.24 -7.85
19 N -14.81 10.21 -8.64
20 O -14.54 11.20 -6.47
21 H -15.46 13.14 -7.75
22 H -16.06 12.33 -9.24
23 H -14.57 9.29 -8.27
24 H -14.90 10.25 -9.68
25 N -18.57 10.90 -14.94
26 C -18.64 12.22 -14.98
27 N -17.50 12.82 -14.82
28 O -19.83 12.99 -15.25
29 H -19.39 10.22 -15.01
30 H -17.58 10.46 -14.88
31 H -17.50 13.85 -14.79
32 H -16.62 12.35 -14.60
33 N -14.79 15.29 -8.80
34 C -15.25 15.31 -7.60
35 N -14.63 14.38 -6.86
36 O -16.22 16.18 -7.11
37 H -15.20 16.00 -9.36
38 H -14.10 14.69 -9.18
39 H -13.85 13.84 -7.21
40 H -14.92 14.19 -5.91
41 C -18.76 8.68 -12.84
42 C -18.42 9.73 -11.74
43 C -17.18 9.22 -10.92
44 O -18.10 10.86 -12.17
45 H -19.04 7.80 -12.34
46 H -17.88 8.55 -13.42
47 H -19.59 9.01 -13.46
48 H -19.29 9.87 -11.10
49 H -16.40 8.83 -11.57
50 H -17.48 8.51 -10.16
51 H -16.78 10.00 -10.25
52 H -18.50 10.94 -13.06
53 C -14.35 13.12 -13.63
54 C -13.22 13.99 -13.29
55 C -13.71 15.34 -12.78
56 O -12.46 13.41 -12.45
57 H -15.08 13.67 -14.28
58 H -14.98 12.79 -12.73
59 H -13.95 12.21 -14.16
60 H -12.70 14.27 -14.20
61 H -14.31 15.80 -13.61
62 H -12.90 16.07 -12.69
63 H -14.24 15.18 -11.85
64 H -11.57 13.34 -12.77
65 C -19.24 11.12 -8.63
66 C -18.63 11.91 -7.46
67 C -18.56 13.42 -7.73
68 O -19.35 11.78 -6.42
69 H -19.09 10.04 -8.68
70 H -18.84 11.51 -9.58
71 H -20.33 11.37 -8.72
72 H -17.61 11.64 -7.27
73 H -17.70 13.57 -8.39
74 H -18.33 14.01 -6.86
75 H -19.38 13.98 -8.22
76 H -19.09 10.94 -6.04
77 C -17.28 13.71 -11.04
78 O -16.78 12.51 -10.62
79 H -18.31 13.68 -10.78
80 H -17.26 13.64 -12.14
81 H -16.74 14.65 -10.70
82 H -17.30 11.84 -11.13
83 C -18.15 16.57 -15.66
84 O -17.66 15.62 -14.66
85 H -19.21 16.69 -15.56
86 H -18.02 16.24 -16.68
87 H -17.65 17.56 -15.62
88 H -17.84 16.02 -13.78
89 C -16.36 17.46 -11.73
90 O -16.21 17.02 -10.38
91 H -15.34 17.59 -12.13
92 H -16.99 18.36 -11.86
93 H -16.83 16.65 -12.29
94 H -17.02 17.25 -9.97
95 C -14.08 10.43 -11.93
96 O -13.98 9.23 -11.27
97 H -15.11 10.83 -11.88
98 H -13.84 10.25 -12.99
99 H -13.38 11.17 -11.56
100 H -14.51 8.53 -11.72

***

This record from OMol25 describes a 2-piece molecular cluster, C4H7NS overall in a non-equilibrium geometry. The level of theory is wB97M-V/def2-TZVPD.

Values from the calculation:
- Calculated total energy: -16581.7368 eV
- Orbital gap (spin up / spin down): 6.65 / 6.67 eV
- Energy above the lowest of the compared OMol25 structures with the same formula, charge and spin: 119.8 kcal per mole

Atoms and positions in Å:
1 C 0.31 0.14 -0.30
2 C 0.21 -0.82 -1.21
3 C -0.07 -2.12 -0.60
4 C -0.08 2.17 0.98
5 N 0.73 0.94 0.49
6 S -2.22 -0.12 -2.37
7 H 0.49 -0.94 -2.28
8 H -0.23 -2.18 0.44
9 H 0.90 -2.64 -0.84
10 H -0.88 -2.65 -1.13
11 H 0.46 2.99 0.43
12 H 0.01 2.13 2.08
13 H -1.19 2.08 0.76

***

This record from OMol25 describes one molecule with the formula C9H8INO in a non-equilibrium geometry. The level of theory is wB97M-V/def2-TZVPD.

Values from the calculation:
- Calculated total energy: -21097.4886 eV
- Orbital gap: 8.97 eV
- Energy above the lowest of the compared OMol25 structures with the same formula, charge and spin: 35.1 kcal per mole

Atoms and positions in Å:
1 C -1.74 -3.06 0.66
2 C -0.52 -3.03 0.19
3 O -0.07 -1.74 0.01
4 C 1.11 -0.98 -0.10
5 N 2.32 -1.41 -0.21
6 I 3.91 -0.21 -0.46
7 C 0.61 0.42 -0.06
8 C 1.05 1.29 -1.02
9 C 0.60 2.58 -1.07
10 C -0.46 2.99 -0.08
11 C -0.94 2.00 0.86
12 C -0.39 0.71 0.81
13 H -2.40 -3.86 0.63
14 H -2.27 -2.20 0.86
15 H 0.00 -3.87 -0.12
16 H 1.71 1.03 -1.86
17 H 0.99 3.22 -1.88
18 H -0.95 4.01 -0.10
19 H -1.80 2.24 1.44
20 H -0.78 -0.13 1.51

***

This record from OMol25 describes a 2-piece molecular cluster, C4H15N2OS overall in a non-equilibrium geometry. The level of theory is wB97M-V/def2-TZVPD.

Values from the calculation:
- Net charge: +1
- Calculated total energy: -20246.2782 eV
- Orbital gap: 8.38 eV
- Energy above the lowest of the compared OMol25 structures with the same formula, charge and spin: 47.9 kcal per mole

Atoms and positions in Å:
1 C -1.14 0.04 1.14
2 N -0.59 -0.27 -0.18
3 C -0.55 -1.75 -0.37
4 C -0.52 -2.14 -1.86
5 S -2.13 -2.06 -2.63
6 C -0.22 0.97 1.96
7 N 0.82 1.54 1.03
8 H -1.40 -0.91 1.72
9 H -2.14 0.62 1.02
10 H -0.96 0.32 -0.89
11 H -1.49 -2.13 0.02
12 H 0.28 -2.28 0.11
13 H 0.14 -1.53 -2.57
14 H -0.18 -3.25 -1.78
15 H -1.83 -2.29 -3.90
16 H 0.24 0.57 2.82
17 H -0.79 1.79 2.24
18 H 1.67 2.07 1.54
19 H 0.49 2.29 0.56
20 H 1.10 0.79 0.24
21 H 2.90 3.18 -0.51
22 H 3.58 2.14 0.35
23 O 2.72 2.31 -0.06